{"formula": "C4H4O4", "method": "ωB97M-V with the def2-TZVPD basis set", "elements": ["C", "C", "C", "C", "H", "H", "H", "H", "O", "O", "O", "O"], "positions_angstrom": [[1.3176, -0.7936, -0.7254], [0.1332, -0.6482, 0.0674], [-1.2087, 0.1305, -0.4545], [-0.1085, 1.1702, 1.2603], [1.4908, -2.0777, -1.0506], [-0.2923, -1.5770, 0.5883], [-2.3013, -0.3298, -0.9248], [-0.9391, 0.7891, -1.4244], [2.2126, 0.0545, -0.9893], [-1.2100, 1.1435, 0.6320], [0.3032, 2.1023, 1.9044], [0.6025, 0.0362, 1.1166]], "mulliken_charge": [-0.072, 0.365, -0.409, 0.660, 0.178, 0.312, 0.294, 0.241, -0.426, -0.287, -0.543, -0.313], "total_energy_ha": -455.660713, "charge": 0, "smiles": "O=C[C@@H]1COC(=O)O1"}

=====

{"formula": "C4H4O6", "method": "ωB97M-V with the def2-TZVPD basis set", "elements": ["C", "C", "C", "C", "O", "O", "O", "O", "O", "O", "H", "H", "H", "H"], "positions_angstrom": [[2.6736, -0.6052, 0.3847], [-0.2706, 1.7753, -0.0953], [-0.1688, 1.0451, -1.4473], [-1.1865, -1.9062, 0.0224], [2.4133, 0.3378, -0.1912], [2.8469, -1.6033, 0.9309], [-1.4263, 2.0834, 0.5336], [-0.1237, -0.2256, -1.1958], [-2.2167, -1.1898, 0.3539], [-0.6189, 1.0180, 1.0066], [0.6399, 2.3705, 0.2181], [-0.2077, -1.9031, 0.5079], [-0.0867, -0.5955, -2.0835], [-2.2679, -0.6014, 1.0550]], "mulliken_charge": [0.710, 0.659, -0.698, -0.108, -0.353, -0.359, -0.268, -0.089, -0.236, -0.315, 0.306, 0.050, 0.393, 0.308], "total_energy_ha": -605.915591, "charge": 0}

=====

The records above yield HOMO level values of -10.674, -7.969 eV, respectively.
The records above yield frontier orbital gap values of 10.4, 7.7 eV, respectively.
The records above yield energy relative to the best compared isomer or geometry (same formula, charge and spin) values of 95.58, 236.51 kcal per mole, respectively.